1.
Computed, not measured: one molecule with the formula C23H40N2O3, with wB97M-V/def2-TZVPD.

Last column: Löwdin charge in e.
Atoms and positions in Å:
C -0.2118 2.6438 5.6231  0.000
C -0.7583 2.2745 4.4765  -0.155
C -0.5395 0.9425 3.8363  -0.220
O -0.2275 1.1330 2.4654  -0.150
C 0.4256 0.0102 1.8926  -0.168
C 0.6240 0.3016 0.4137  -0.167
C 1.7290 1.3378 0.2703  -0.434
O 2.8847 1.1001 0.5933  0.066
N 1.3732 2.5272 -0.2824  0.022
C 0.1438 3.3037 0.0059  -0.037
C 1.0431 4.4668 0.4837  -0.372
C 0.7578 5.8777 0.0083  -0.135
C 1.8413 6.8316 0.5139  -0.152
C 2.0058 6.7233 2.0277  -0.134
N 2.2535 5.3399 2.4116  -0.023
C 3.4812 4.9863 2.9098  -0.419
O 4.3324 5.8327 3.1347  0.061
C 3.7299 3.5201 3.2569  -0.271
C 3.2137 3.3117 4.6850  -0.033
C 5.2158 3.1735 3.0931  -0.389
C 5.6507 3.3422 1.6386  -0.063
C 5.4957 1.7408 3.5430  -0.069
C 1.1928 4.4411 2.0046  -0.089
C 2.2275 3.7193 -0.1687  -0.032
C 0.9134 -0.9639 -0.4435  -0.552
C 1.3738 -0.5325 -1.8385  -0.044
C -0.3875 -1.7587 -0.5946  -0.051
C 1.9832 -1.8571 0.1897  -0.041
H -0.4224 3.6083 6.0664  0.061
H 0.4687 1.9924 6.1597  0.066
H -1.4335 2.9435 3.9504  0.106
H 0.2803 0.4202 4.3443  0.125
H -1.4379 0.3159 3.9194  0.130
H 1.3922 -0.1548 2.3819  0.136
H -0.1897 -0.8860 2.0336  0.125
H -0.3104 0.7288 0.0394  0.144
H -0.4148 3.5252 -0.9062  0.126
H -0.5095 2.8603 0.7565  0.113
H 0.6974 5.9022 -1.0832  0.119
H -0.2193 6.1947 0.3919  0.124
H 2.7979 6.5861 0.0423  0.121
H 1.6028 7.8614 0.2415  0.113
H 2.8367 7.3244 2.3840  0.118
H 1.0900 7.0624 2.5269  0.129
H 3.1813 2.8600 2.5811  0.112
H 2.1856 3.6621 4.7838  0.060
H 3.2331 2.2581 4.9620  0.075
H 3.8331 3.8690 5.3910  0.098
H 5.7867 3.8685 3.7141  0.137
H 5.1179 2.6303 1.0015  0.069
H 5.4638 4.3554 1.2795  0.076
H 6.7195 3.1473 1.5339  0.080
H 4.8584 1.0387 2.9969  0.083
H 6.5337 1.4768 3.3333  0.078
H 5.3315 1.5981 4.6112  0.068
H 0.2527 4.7745 2.4634  0.140
H 1.3684 3.4280 2.3587  0.116
H 3.1210 3.5649 0.4324  0.099
H 2.5088 4.1052 -1.1513  0.134
H 2.3434 -0.0343 -1.8018  0.088
H 1.4686 -1.4066 -2.4855  0.087
H 0.6539 0.1505 -2.2967  0.090
H -0.7855 -2.0879 0.3665  0.077
H -1.1547 -1.1630 -1.0948  0.088
H -0.2091 -2.6511 -1.1976  0.087
H 1.6521 -2.2616 1.1490  0.084
H 2.1853 -2.7048 -0.4687  0.088
H 2.9095 -1.3074 0.3471  0.081

The energy relative to the best compared isomer or geometry (same formula, charge and spin) is 41.11 kcal/mol. The HOMO energy is -8.983 eV. The calculation puts the gap between HOMO and LUMO at 9.62 eV. Its structure (SMILES) is C=CCOC[C@@H](C(=O)N1CC2(CCCN(C(=O)[C@H](C)C(C)C)C2)C1)C(C)(C)C.

=====

2.
Computed, not measured: C23H41Br15F9InO2P as an isolated structure, with wB97M-V/def2-TZVPD.

Last column: Löwdin charge in e.
Atoms and positions in Å:
C -1.8122 -0.1623 -4.5722  -0.102
C -0.2626 0.1601 -5.0779  -0.473
O 0.6679 -0.8617 -4.5220  -0.151
C 0.1935 1.7043 -4.7610  -0.289
In 0.0462 2.2089 -2.5586  0.357
C 0.5962 0.4475 -1.1801  -0.309
C -0.3882 0.5415 0.1271  -0.219
C -0.2980 -0.7985 1.1238  -0.188
F -0.4011 -2.0397 0.3019  -0.027
F -1.5779 -0.7481 1.9256  -0.033
C 1.0529 -0.8278 2.0521  -0.086
F 2.3209 -0.6092 1.2601  0.022
F 1.0315 0.3143 3.0412  0.011
C 1.2903 -2.2339 2.8787  -0.072
F 2.4560 -1.9640 3.8014  0.002
F 1.7774 -3.3445 1.9785  0.037
C 0.0428 -2.6790 3.8449  -0.117
F 0.5213 -3.6963 4.8440  0.020
F -0.9806 -3.4146 3.0117  -0.105
F -0.5567 -1.5743 4.6391  0.020
P -2.2761 3.1383 -2.1449  0.263
O -2.1307 4.8684 -2.5209  -0.558
Br -2.8687 3.0961 0.0467  0.099
H -1.9728 -1.3185 -4.7847  0.073
H -2.6022 0.4465 -5.2154  0.094
H -1.9440 0.0997 -3.4392  0.043
H -0.2553 0.0424 -6.2652  0.087
H 1.5562 -0.4007 -4.3375  0.102
H -0.4174 2.4417 -5.4415  0.057
H 1.3273 1.8056 -5.0692  0.023
H 1.2205 3.5814 -2.2725  -0.106
H 1.7365 0.6484 -0.8913  0.044
H 0.5208 -0.5661 -1.7779  0.049
H -0.2880 1.5262 0.7539  0.109
H -1.5048 0.5148 -0.2952  0.086
H -1.7865 5.2576 -1.6410  0.029
Br -5.5821 -1.6468 0.3211  0.653
C -5.0944 -3.4288 -0.3046  -0.682
C -3.5943 -3.5872 -0.3879  -0.708
Br -2.8769 -2.6941 -1.9667  0.653
H -5.6014 -3.5812 -1.2615  0.051
H -5.5141 -4.1147 0.4368  0.042
H -3.3239 -4.6401 -0.5103  0.059
H -3.0656 -3.1794 0.4777  0.013
Br -3.4587 -4.3308 3.3400  0.739
C -5.3205 -4.6882 3.7994  -0.673
C -6.1800 -3.4638 3.5891  -0.698
Br -5.9355 -2.1736 5.0315  0.593
H -5.3305 -5.0547 4.8298  0.051
H -5.6284 -5.4955 3.1288  0.053
H -7.2413 -3.7274 3.6214  0.060
H -5.9688 -2.9403 2.6530  -0.034
Br 3.8301 -3.3741 9.0850  0.600
C 2.3046 -2.6885 8.0812  -0.693
C 2.7016 -1.5137 7.2183  -0.690
Br 2.8971 0.1094 8.2824  0.662
H 1.5246 -2.4491 8.8095  0.055
H 1.9722 -3.5267 7.4623  0.053
H 1.9150 -1.2844 6.4935  0.039
H 3.6456 -1.6635 6.6878  0.058
Br 3.8070 3.3343 10.2274  0.583
C 3.0706 3.6525 8.4493  -0.729
C 3.5924 4.9441 7.8648  -0.694
Br 2.6985 6.4878 8.6539  0.592
H 1.9814 3.6275 8.5456  0.050
H 3.3972 2.7980 7.8498  -0.011
H 3.3675 5.0021 6.7957  0.061
H 4.6660 5.0860 8.0137  0.053
Br -3.1489 -0.2995 6.0744  0.606
C -1.5273 0.7613 6.2983  -0.700
C -1.7511 1.9056 7.2588  -0.696
Br -2.7397 3.3569 6.4095  0.605
H -1.2173 1.0853 5.3008  0.054
H -0.7845 0.0638 6.6957  0.042
H -0.7974 2.3497 7.5586  0.047
H -2.3102 1.6189 8.1535  0.051
Br 3.4652 2.3898 -7.5366  0.596
C 3.0395 0.5983 -8.1804  -0.674
C 2.2203 0.6537 -9.4485  -0.718
Br 0.3601 1.1007 -9.0682  0.620
H 2.5378 0.0754 -7.3613  0.050
H 4.0082 0.1263 -8.3672  0.057
H 2.1835 -0.3294 -9.9271  0.045
H 2.5849 1.3901 -10.1695  -0.005
Br 4.5869 3.4454 -11.4468  0.618
C 4.5171 2.8099 -13.2897  -0.695
C 3.4554 1.7491 -13.4621  -0.688
Br 4.0521 0.0319 -12.7549  0.614
H 5.5225 2.4646 -13.5467  0.052
H 4.2785 3.6950 -13.8863  0.057
H 3.2612 1.5666 -14.5231  0.057
H 2.5141 1.9910 -12.9616  0.055

The HOMO energy is -4.354 eV. As for the total charge: -1. The calculation puts the gap between HOMO and LUMO at 5.93 eV.

=====

3.
Computed, not measured: C23H41BrCl2FILuNO7PS as an isolated structure, with wB97M-V/def2-TZVPD.

Last column: Löwdin charge in e.
Atoms and positions in Å:
C 0.1644 -4.9954 1.3695  -0.128
C -1.0668 -5.0738 0.2744  -0.234
C -1.9012 -3.6716 0.0994  -0.180
C -1.1579 -2.6966 -1.0509  -0.202
N -1.4533 -1.2514 -0.9201  -0.158
C -2.4802 -0.9125 -1.9264  -0.161
C -3.8477 -1.8925 -1.9088  -0.081
F -4.9185 -1.2106 -2.7216  -0.132
C -0.3531 -0.3006 -0.6123  -0.326
C 0.3204 -0.9247 0.7683  -0.122
C 1.7634 -1.6548 0.6952  -0.216
C 3.0616 -0.5966 0.6679  -0.194
C 4.2342 -1.0250 -0.3899  -0.164
C 5.6163 -0.2263 0.1112  -0.167
O 6.0959 0.6437 -0.9724  -0.088
C 5.8023 2.0637 -0.7309  -0.259
C 5.1832 2.9980 -1.9725  -0.017
O 6.0313 2.7346 0.4153  -0.035
C -0.8543 1.2327 -0.0942  -0.287
C -1.3823 2.2163 -1.3250  -0.033
C -2.7691 3.0432 -1.0469  -0.363
O -2.7655 4.1651 -2.0476  -0.034
C -1.8679 1.1893 1.1774  -0.105
C -3.3166 0.4610 1.0049  -0.358
C -4.2455 0.7765 2.3581  -0.645
I -4.0197 -0.9820 3.7140  0.956
O 0.3974 1.8906 0.2356  -0.245
C 0.5529 2.8910 1.1970  -0.935
Cl -0.4387 4.4905 1.0071  0.647
Cl 2.2731 3.5769 0.6870  0.643
C 0.8318 2.5084 2.7663  -0.175
C -0.3952 2.6756 3.8166  -0.614
O -1.1537 3.7412 4.0628  -0.083
Br -0.8086 1.0674 5.0069  0.650
P 0.8077 -0.1694 -2.1063  0.540
O 0.0323 0.3165 -3.6316  -0.287
O 2.1327 0.9997 -1.9648  -0.254
S 1.7088 -1.7723 -2.7370  0.553
H 1.0801 -4.3937 0.9500  0.053
H 0.5524 -6.1135 1.5142  0.108
H -0.1554 -4.5193 2.4090  0.091
H -1.7669 -5.9707 0.6111  0.133
H -0.5752 -5.3103 -0.7835  0.130
H -2.9977 -3.9814 -0.2504  0.112
H -2.0463 -3.1064 1.1226  0.090
H -1.4459 -3.1969 -2.0988  0.157
H -0.0283 -3.0390 -0.9196  0.094
H -2.0864 -1.0501 -3.0454  0.152
H -3.0375 0.1353 -1.7831  0.095
H -3.6292 -2.9524 -2.3559  0.144
H -4.2591 -1.9093 -0.8044  0.119
H 0.5016 -0.1324 1.6430  0.112
H -0.4101 -1.6828 1.3398  0.134
H 1.8853 -2.5560 -0.0315  0.068
H 1.8849 -2.1634 1.7758  0.138
H 3.5871 -0.5798 1.7411  0.129
H 2.6655 0.5216 0.5324  0.091
H 4.0704 -0.6795 -1.4949  0.082
H 4.4904 -2.1866 -0.3051  0.139
H 5.4946 0.2911 1.1527  0.129
H 6.4563 -1.0614 0.2601  0.153
H 4.1063 2.6743 -2.2955  0.052
H 5.8558 2.9843 -2.9310  0.102
H 5.0962 4.1457 -1.6554  0.107
H -0.5841 3.0557 -1.6214  0.174
H -1.6161 1.6690 -2.3258  0.129
H -3.7071 2.3808 -1.3743  0.033
H -2.8841 3.5546 -0.0151  0.060
H -2.0778 4.8163 -1.6931  0.149
H -2.1280 2.2922 1.5607  0.098
H -1.4175 0.6908 2.1668  0.119
H -3.9540 0.7869 0.0836  -0.031
H -3.2320 -0.7251 0.9744  0.109
H -5.3581 0.7330 1.9806  0.051
H -3.9535 1.7795 2.8856  0.087
H 1.6894 3.2292 3.1875  0.159
H 1.2961 1.4198 2.9255  0.137
H -0.2647 -0.5030 -4.1286  0.071
H 1.7470 1.8757 -2.2616  0.077
Lu -4.6581 2.4519 0.0819  1.952

The energy relative to the best compared isomer or geometry (same formula, charge and spin) is 311.40 kcal/mol. The HOMO energy is -15.432 eV. As for the total charge: +3. The calculation puts the gap between HOMO and LUMO at 1.54 eV.